Entry 1:
Computed, not measured: an isolated ion of composition C3H9N4 and charge +1, with the ωB97M-V functional and the def2-TZVPD basis.

```
16
Properties=species:S:1:pos:R:3
C 2.843 0.544 0.094
N 1.531 0.372 -0.487
N 0.919 -0.828 -0.192
C -0.391 -0.981 -0.104
N -1.164 0.063 -0.173
C -2.866 -0.346 0.007
N -3.659 0.652 -0.099
H 3.227 1.505 -0.235
H 2.841 0.518 1.190
H 3.501 -0.240 -0.281
H 0.883 1.138 -0.327
H 1.543 -1.626 -0.184
H -0.729 -2.006 0.029
H -3.125 -1.377 0.166
H -3.266 1.575 -0.252
H -4.670 0.560 -0.037
```

Calculated values
E_tot: -9208.028 eV
SMILES: CNN/C=N/C=[NH2+]
total charge: +1
energy above the lowest of the compared OMol25 structures with the same formula, charge and spin: 82.86 kcal per mole
orbital gap: 7.485 eV
lowest unoccupied orbital energy: -4.51 eV

These are the Mulliken partial charges, in e, on atoms 1 to 5: -0.79 -0.36 0.06 0.06 -0.54

Entry 2:
Computed, not measured: the molecule C6H5OPS, with the ωB97M-V functional and the def2-TZVPD basis.

```
14
Properties=species:S:1:pos:R:3
O -3.497 2.137 3.071
P -2.133 1.678 2.986
S -2.037 1.053 0.793
C -0.595 0.271 -0.018
C -0.593 -0.084 -1.352
C 0.537 -0.705 -1.865
C 1.640 -0.956 -1.066
C 1.624 -0.591 0.270
C 0.504 0.020 0.794
H -1.453 0.109 -1.974
H 0.554 -1.002 -2.904
H 2.511 -1.439 -1.480
H 2.475 -0.781 0.904
H 0.464 0.289 1.841
```

Calculated values
E_tot: -28474.487 eV
SMILES: O=PSc1ccccc1
total charge: 0
energy above the lowest of the compared OMol25 structures with the same formula, charge and spin: 0.00 kcal per mole
orbital gap (spin up / spin down): 7.711 / 7.710 eV
lowest unoccupied orbital energy (spin up / spin down): -1.04 / -1.04 eV

These are the Mulliken partial charges, in e, on atoms 1 to 5: -0.36 0.43 -0.27 0.72 -0.57

Entry 3:
Computed, not measured: the molecule C4H2OS, with the ωB97M-V functional and the def2-TZVPD basis.

```
8
Properties=species:S:1:pos:R:3
O -1.810 1.894 -1.518
C -1.118 1.679 -0.543
C -0.457 0.416 -0.303
C 0.169 -0.549 0.036
C 1.098 -1.659 0.422
S 2.098 -1.603 1.737
H -0.962 2.356 0.331
H 0.982 -2.534 -0.162
```

Calculated values
E_tot: -17059.581 eV
SMILES: O=CC#CC=S
total charge: 0
energy above the lowest of the compared OMol25 structures with the same formula, charge and spin: 4.49 kcal per mole
orbital gap: 7.760 eV
lowest unoccupied orbital energy: -1.88 eV

These are the Mulliken partial charges, in e, on atoms 1 to 5: -0.43 -0.30 0.38 0.46 -0.58

Entry 4:
Computed, not measured: C40H67AsBIrN6O as an isolated structure, with the ωB97M-V functional and the def2-TZVPD basis.

```
117
Properties=species:S:1:pos:R:3
Ir 0.604 -0.378 -1.061
C 2.630 2.605 -3.283
C 1.189 2.158 -3.531
C 0.655 2.688 -4.858
C 0.319 2.552 -2.381
C -0.384 3.742 -2.169
C -0.991 3.612 -0.934
C -1.825 4.701 -0.305
C -3.078 4.271 0.458
C -0.955 5.642 0.534
N -0.645 2.402 -0.437
N 0.144 1.755 -1.338
B -1.015 1.663 0.877
N 0.288 1.193 1.581
N 1.074 0.358 0.873
C 2.169 0.094 1.559
C 2.094 0.774 2.784
C 0.894 1.467 2.761
C 0.352 2.333 3.863
C -0.935 1.770 4.469
C 0.172 3.798 3.462
C 3.264 -0.703 0.916
C 4.407 0.233 0.510
C 2.754 -1.497 -0.290
N -1.892 0.414 0.548
N -1.404 -0.593 -0.230
C -2.332 -1.548 -0.280
C -3.449 -1.148 0.462
C -3.131 0.092 0.981
C -3.990 0.940 1.875
C -5.310 1.282 1.181
C -4.256 0.222 3.201
C -2.106 -2.871 -0.951
C -3.410 -3.468 -1.470
C -1.388 -3.838 -0.006
H 3.281 2.285 -4.100
H 2.691 3.693 -3.207
H 3.009 2.176 -2.352
H 1.166 1.067 -3.550
H 0.652 3.781 -4.875
H 1.283 2.348 -5.683
H -0.365 2.344 -5.038
H -0.461 4.591 -2.828
H -2.173 5.275 -1.169
H -2.851 3.979 1.482
H -3.776 5.109 0.506
H -3.581 3.437 -0.032
H -0.498 5.109 1.369
H -0.153 6.069 -0.069
H -1.557 6.459 0.938
H -1.606 2.392 1.600
H 2.827 0.793 3.575
H 1.124 2.298 4.636
H -1.739 1.765 3.731
H -0.790 0.748 4.824
H -1.255 2.384 5.313
H -0.685 3.917 2.798
H -0.005 4.409 4.349
H 1.057 4.181 2.952
H 3.630 -1.431 1.645
H 4.055 0.950 -0.236
H 4.788 0.794 1.364
H 5.228 -0.337 0.073
H 2.415 -0.734 -1.117
H 3.589 -1.950 -0.826
H 2.072 -2.278 0.017
H -4.366 -1.693 0.607
H -3.463 1.870 2.084
H -5.887 0.376 0.985
H -5.914 1.938 1.810
H -5.141 1.780 0.226
H -4.810 -0.703 3.029
H -3.325 -0.035 3.706
H -4.847 0.853 3.867
H -1.444 -2.694 -1.791
H -4.090 -3.711 -0.649
H -3.925 -2.780 -2.142
H -3.209 -4.394 -2.012
H -2.011 -4.052 0.869
H -1.194 -4.787 -0.513
H -0.431 -3.434 0.331
C -0.402 -4.613 3.866
As 0.522 -2.999 3.355
C 1.436 -2.400 4.945
C -0.849 -1.689 3.047
O 1.541 -3.244 2.093
H -1.049 -4.437 4.725
H 0.339 -5.374 4.108
H -0.995 -4.949 3.017
H 0.739 -2.297 5.775
H 1.892 -1.437 4.723
H 2.212 -3.121 5.197
H -1.462 -1.579 3.942
H -1.471 -1.999 2.211
H -0.373 -0.741 2.801
C 0.405 -3.557 -3.560
C 1.022 -2.150 -3.628
C 0.757 -1.615 -5.053
C 0.236 -1.279 -2.652
C 2.527 -2.181 -3.394
C 3.206 -3.339 -3.029
C 4.584 -3.339 -2.838
C 5.314 -2.176 -3.010
C 4.653 -1.012 -3.383
C 3.282 -1.021 -3.575
H -0.661 -3.499 -3.787
H 0.516 -3.996 -2.567
H 0.867 -4.221 -4.293
H -0.314 -1.625 -5.265
H 1.263 -2.243 -5.789
H 1.114 -0.592 -5.179
H -0.805 -1.271 -3.020
H 2.667 -4.262 -2.871
H 5.082 -4.256 -2.548
H 6.386 -2.173 -2.860
H 5.206 -0.091 -3.519
H 2.787 -0.101 -3.855
```

Calculated values
E_tot: -117911.218 eV
total charge: 0
energy above the lowest of the compared OMol25 structures with the same formula, charge and spin: 20.64 kcal per mole
orbital gap: 6.895 eV
lowest unoccupied orbital energy: 0.59 eV

These are the Mulliken partial charges, in e, on atoms 1 to 5: 1.46 -1.24 3.48 -2.05 -0.46

Entry 5:
Computed, not measured: a 2-piece molecular cluster, C6H9N2O2 overall, with the ωB97M-V functional and the def2-TZVPD basis.

```
19
Properties=species:S:1:pos:R:3
C 1.462 -1.255 -3.873
C -0.207 -1.738 -0.757
C 0.639 -0.008 -1.747
C 0.804 -1.115 -2.534
N -0.006 -0.419 -0.619
N 0.271 -2.202 -1.891
H -0.298 0.177 0.175
H -0.655 -2.266 0.078
H 0.903 1.022 -1.910
H 0.789 -1.082 -4.715
H 1.825 -2.289 -3.938
H 2.345 -0.624 -3.902
C 0.073 2.262 3.559
C -0.872 1.443 2.638
O -0.294 0.744 1.750
O -2.092 1.546 2.840
H 0.599 3.015 2.960
H 0.785 1.584 4.045
H -0.539 2.747 4.321
```

Calculated values
E_tot: -13445.592 eV
total charge: -1
energy above the lowest of the compared OMol25 structures with the same formula, charge and spin: 3.96 kcal per mole
orbital gap: 8.373 eV
lowest unoccupied orbital energy: 3.62 eV

These are the Mulliken partial charges, in e, on atoms 1 to 5: -1.02 -0.14 -0.52 0.47 0.08

Entry 6:
Computed, not measured: an isolated ion of composition C5H10NO and charge +1, with the ωB97M-V functional and the def2-TZVPD basis.

```
17
Properties=species:S:1:pos:R:3
C 1.100 -1.252 1.385
N 0.487 -0.697 0.396
C 0.857 0.650 0.000
C 0.205 1.252 -0.962
C 0.381 2.634 -1.391
O -0.552 -1.355 -0.253
C -1.492 -2.190 0.435
H 0.869 -2.250 1.902
H 1.817 -0.681 1.948
H 1.535 1.197 0.698
H -0.680 0.838 -1.438
H -0.464 3.119 -0.759
H 1.253 3.248 -1.169
H -0.089 2.678 -2.440
H -2.281 -2.366 -0.421
H -1.870 -1.649 1.328
H -1.075 -3.173 0.741
```

Calculated values
E_tot: -8873.873 eV
SMILES: C=[N+](/C=C/C)OC
total charge: +1
energy above the lowest of the compared OMol25 structures with the same formula, charge and spin: 108.54 kcal per mole
orbital gap: 9.207 eV
lowest unoccupied orbital energy: -4.90 eV

These are the Mulliken partial charges, in e, on atoms 1 to 5: -0.12 0.37 -0.12 -0.01 -1.18

Entry 7:
Computed, not measured: the molecule C2H2ClO2P, with the ωB97M-V functional and the def2-TZVPD basis.

```
8
Properties=species:S:1:pos:R:3
C -0.579 -0.037 -1.336
C 0.142 0.518 -0.328
Cl 0.152 2.077 0.410
O 1.076 -0.294 0.247
P 1.220 -0.866 1.855
O -0.014 -0.667 2.592
H -1.387 0.353 -1.896
H -0.610 -1.083 -1.544
```

Calculated values
E_tot: -28012.220 eV
SMILES: C=C(Cl)OP=O
total charge: 0
energy above the lowest of the compared OMol25 structures with the same formula, charge and spin: 27.55 kcal per mole
orbital gap: 8.970 eV
lowest unoccupied orbital energy: -0.61 eV

These are the Mulliken partial charges, in e, on atoms 1 to 5: -0.72 0.52 -0.15 -0.30 0.49

Entry 8:
Computed, not measured: a 5-piece molecular cluster, C18H49N7O6 overall, with the ωB97M-V functional and the def2-TZVPD basis.

```
80
Properties=species:S:1:pos:R:3
N 1.809 -2.558 2.450
C 1.282 -1.264 2.326
N 1.929 -0.072 2.731
N 0.069 -1.158 1.777
C -1.059 -0.881 2.730
O -1.736 -1.775 3.178
O -1.258 0.356 3.065
H 1.768 -2.918 3.416
H 2.736 -2.650 2.032
H 2.131 -0.049 3.732
H 2.818 -0.014 2.217
H -0.015 -1.239 0.769
C 2.066 -6.702 4.374
C 1.562 -5.793 5.491
C 0.521 -6.462 6.404
O -0.779 -6.538 5.849
C -0.995 -7.645 4.990
N 1.046 -4.553 4.898
H 1.330 -6.836 3.582
H 2.959 -6.274 3.912
H 2.335 -7.687 4.763
H 2.426 -5.539 6.114
H 0.417 -5.845 7.302
H 0.859 -7.450 6.742
H -0.454 -8.534 5.325
H -0.714 -7.395 3.965
H -2.063 -7.867 4.994
H 0.790 -3.914 5.649
H 0.153 -4.774 4.459
C -4.530 2.337 -0.809
C -3.382 2.272 0.194
C -2.317 3.362 -0.024
O -1.423 3.103 -1.099
C -1.907 3.485 -2.373
N -2.799 0.932 0.165
H -4.241 1.978 -1.798
H -5.360 1.713 -0.473
H -4.904 3.359 -0.912
H -3.812 2.433 1.187
H -1.691 3.401 0.871
H -2.772 4.355 -0.130
H -2.514 4.394 -2.324
H -2.480 2.672 -2.824
H -1.047 3.679 -3.016
H -2.100 0.843 0.903
H -2.262 0.850 -0.697
C 4.108 -1.968 -0.727
C 4.872 -0.848 -0.026
C 6.304 -0.658 -0.554
O 7.231 -1.619 -0.081
C 7.251 -2.835 -0.809
N 4.858 -1.096 1.423
H 4.446 -2.959 -0.421
H 3.043 -1.906 -0.491
H 4.210 -1.892 -1.811
H 4.328 0.082 -0.219
H 6.671 0.306 -0.188
H 6.325 -0.602 -1.649
H 7.074 -2.676 -1.876
H 6.517 -3.536 -0.405
H 8.237 -3.283 -0.686
H 5.292 -0.305 1.894
H 5.501 -1.864 1.605
C -4.020 7.593 -6.923
C -4.746 7.119 -5.667
C -3.885 6.215 -4.766
O -3.761 4.879 -5.225
C -2.746 4.681 -6.193
N -5.996 6.462 -6.060
H -3.917 6.803 -7.667
H -4.574 8.406 -7.395
H -3.023 7.968 -6.681
H -4.999 8.011 -5.085
H -4.382 6.143 -3.793
H -2.897 6.655 -4.579
H -1.876 5.319 -6.012
H -3.137 4.852 -7.198
H -2.429 3.638 -6.136
H -6.520 6.225 -5.222
H -5.752 5.555 -6.454
```

Calculated values
E_tot: -42170.964 eV
total charge: 0
orbital gap: 6.323 eV
lowest unoccupied orbital energy: -1.56 eV

These are the Mulliken partial charges, in e, on atoms 1 to 5: -0.31 0.16 -0.47 0.15 0.39

Entry 9:
Computed, not measured: C45H35BrCl3CoN2O4P2Te as an isolated structure, with the ωB97M-V functional and the def2-TZVPD basis.

```
94
Properties=species:S:1:pos:R:3
Co -0.384 -0.266 1.301
Cl -4.380 1.632 7.089
C -3.629 0.888 5.713
C -2.919 1.663 4.817
C -2.324 1.050 3.730
Cl -1.473 2.033 2.572
C -2.383 -0.334 3.478
O -1.811 -0.923 2.472
C -3.141 -1.060 4.425
Cl -3.299 -2.769 4.173
C -3.750 -0.478 5.518
H -2.830 2.730 4.958
H -4.312 -1.086 6.213
Te 1.065 1.982 -2.901
C -0.598 2.285 -4.168
C -1.289 1.226 -4.741
C -2.378 1.507 -5.554
N -2.788 2.743 -5.832
C -2.101 3.750 -5.302
C -1.007 3.577 -4.465
C 0.319 0.510 -1.713
P 1.459 -0.279 -0.552
C 2.132 -1.735 -1.412
C 2.164 -1.855 -2.799
C 2.660 -3.010 -3.388
C 3.129 -4.049 -2.595
C 3.105 -3.930 -1.211
C 2.603 -2.780 -0.619
C 2.872 0.873 -0.429
C 2.654 2.054 0.287
C 3.685 2.958 0.479
C 4.949 2.684 -0.030
C 5.177 1.506 -0.724
C 4.144 0.599 -0.922
P -1.297 0.460 -0.932
C -2.268 1.908 -1.448
C -3.289 1.825 -2.393
C -4.002 2.956 -2.755
C -3.696 4.182 -2.180
C -2.684 4.273 -1.233
C -1.980 3.138 -0.860
C -2.213 -0.973 -1.563
C -3.427 -1.283 -0.952
C -4.132 -2.411 -1.339
C -3.621 -3.246 -2.327
C -2.400 -2.955 -2.918
C -1.694 -1.822 -2.535
H -1.001 0.199 -4.558
H -2.948 0.698 -5.998
H -2.447 4.748 -5.546
H -0.513 4.439 -4.034
H 1.800 -1.046 -3.423
H 2.683 -3.098 -4.467
H 3.516 -4.950 -3.055
H 3.480 -4.734 -0.591
H 2.595 -2.665 0.460
H 1.676 2.247 0.716
H 3.509 3.867 1.041
H 5.758 3.386 0.127
H 6.164 1.285 -1.109
H 4.328 -0.324 -1.457
H -3.533 0.868 -2.836
H -4.792 2.881 -3.492
H -4.251 5.067 -2.463
H -2.454 5.225 -0.773
H -1.198 3.208 -0.114
H -3.808 -0.651 -0.156
H -5.073 -2.647 -0.860
H -4.172 -4.128 -2.626
H -1.991 -3.613 -3.675
H -0.719 -1.614 -2.964
Br 7.038 0.400 4.901
C 5.214 0.854 4.672
C 4.679 1.920 5.381
N 3.409 2.289 5.259
C 2.634 1.604 4.420
C 3.090 0.524 3.673
C 4.416 0.138 3.804
C 2.185 -0.210 2.717
O 2.615 -1.201 2.124
O 1.015 0.284 2.598
H 5.297 2.489 6.065
H 1.603 1.920 4.329
H 4.788 -0.699 3.230
C -0.746 -4.598 0.441
C -0.355 -3.333 1.145
C 0.138 -3.433 2.549
O -0.462 -2.266 0.563
H 0.132 -5.241 0.345
H -1.159 -4.376 -0.541
H -1.475 -5.139 1.049
H 0.471 -4.441 2.787
H -0.699 -3.167 3.201
H 0.943 -2.714 2.710
```

Calculated values
E_tot: -229512.176 eV
total charge: 0
energy above the lowest of the compared OMol25 structures with the same formula, charge and spin: 0.00 kcal per mole
⟨S²⟩: 6.02
orbital gap (spin up / spin down): 7.529 / 5.729 eV
spin multiplicity: 5
lowest unoccupied orbital energy (spin up / spin down): -0.09 / -1.93 eV

These are the Mulliken partial charges, in e, on atoms 1 to 5: 2.12 -0.24 0.40 -0.94 1.11

Entry 10:
Computed, not measured: a 4-piece molecular cluster, C4H12O3 overall, with the ωB97M-V functional and the def2-TZVPD basis.

```
19
Properties=species:S:1:pos:R:3
C 2.493 -0.022 -0.324
C 1.259 0.705 0.139
C 0.398 0.179 1.212
C 0.433 1.552 -0.817
O 2.856 -1.143 0.067
H 2.988 0.327 -1.267
H 0.560 -1.976 -0.016
H -0.533 -0.253 0.905
H 0.871 -0.745 1.581
H 0.173 0.774 2.079
H 0.080 2.524 -0.423
H 0.941 1.729 -1.800
H -0.500 1.006 -1.071
H -3.158 1.089 0.641
H 0.280 -2.534 -0.319
O -2.276 0.637 0.767
H -2.785 -1.903 -0.746
H -2.132 -0.491 0.013
O -1.949 -1.458 -0.622
```

Calculated values
E_tot: -10482.466 eV
total charge: -1
energy above the lowest of the compared OMol25 structures with the same formula, charge and spin: 46.92 kcal per mole
⟨S²⟩: 0.76
orbital gap (spin up / spin down): 8.132 / 6.928 eV
spin multiplicity: 2
lowest unoccupied orbital energy (spin up / spin down): 3.90 / 2.69 eV

These are the Mulliken partial charges, in e, on atoms 1 to 5: -0.18 0.72 -1.28 -0.90 -0.50